Entry 1:
DFT (ωB97M-V with the def2-TZVPD basis set) results for a structure of composition C36H39As2CuF4N2O8PS2.

The geometry in ORCA input format:
```
! RIJCOSX wB97M-V def2-TZVPD def2/J DEFGRID3
* xyz 0 2
Cu 1.014 -1.299 0.508
C -0.923 -3.706 0.450
N 0.098 -3.110 1.322
C 1.106 -4.126 1.636
C -0.513 -2.538 2.530
C 0.537 -1.813 3.358
N 1.454 -1.102 2.467
C 2.750 -0.992 2.884
C 3.788 -0.781 1.954
F 3.454 -0.740 0.644
C 5.108 -0.606 2.297
F 6.008 -0.383 1.333
C 5.519 -0.662 3.614
C 4.537 -0.877 4.557
F 4.876 -0.925 5.851
C 3.204 -1.026 4.223
F 2.328 -1.119 5.246
H -1.408 -4.552 0.954
H -0.449 -4.066 -0.460
H -1.673 -2.965 0.198
H 0.641 -4.981 2.140
H 1.886 -3.719 2.276
H 1.569 -4.466 0.710
H -0.990 -3.318 3.136
H -1.280 -1.842 2.200
H 1.074 -2.546 3.960
H 0.035 -1.125 4.046
H 6.556 -0.533 3.884
C 0.158 5.511 2.057
O -0.320 4.809 3.206
C -0.835 3.576 3.138
O -1.004 2.956 4.163
C -1.101 2.893 1.839
C -2.001 3.288 0.940
As -2.308 2.622 -0.918
C -4.256 2.266 -0.916
C -1.683 0.920 -0.185
C -0.367 0.819 0.126
As -0.107 1.126 2.065
C 1.628 2.044 2.090
C 0.641 1.585 -0.659
O 0.506 2.708 -1.083
O 1.774 0.891 -0.729
C 2.919 1.533 -1.318
C -2.631 0.113 0.642
O -2.699 -1.091 0.558
O -3.412 0.822 1.458
C -4.249 0.081 2.354
C -2.862 4.485 1.097
O -3.339 5.064 0.146
O -3.086 4.839 2.361
C -3.921 5.982 2.561
H -0.004 6.568 2.251
H -0.346 5.224 1.139
H 1.228 5.331 1.946
H -4.702 2.902 -1.679
H -4.718 2.499 0.040
H -4.462 1.225 -1.168
H 1.638 2.895 1.409
H 2.439 1.371 1.836
H 1.781 2.396 3.111
H 3.413 2.156 -0.572
H 2.603 2.149 -2.156
H 3.581 0.740 -1.647
H -5.050 0.752 2.649
H -3.670 -0.212 3.230
H -4.649 -0.803 1.863
H -3.854 6.219 3.618
H -4.949 5.750 2.286
H -3.579 6.820 1.955
S 3.502 -1.405 -3.866
P 1.690 -1.934 -3.302
S 1.585 -2.485 -1.346
C 1.122 -3.387 -4.259
C 1.058 -3.252 -5.643
C 0.625 -4.314 -6.419
C 0.261 -5.512 -5.818
C 0.330 -5.648 -4.440
C 0.762 -4.586 -3.658
C 0.409 -0.734 -3.798
C 0.749 0.349 -4.595
C -0.241 1.214 -5.042
C -1.565 0.976 -4.715
C -1.906 -0.126 -3.939
C -0.921 -0.976 -3.466
H 1.355 -2.318 -6.104
H 0.573 -4.210 -7.495
H -0.069 -6.342 -6.429
H 0.050 -6.581 -3.968
H 0.824 -4.676 -2.582
H 1.788 0.492 -4.867
H 0.024 2.068 -5.652
H -2.339 1.648 -5.064
H -2.948 -0.329 -3.715
H -1.171 -1.831 -2.847
*
```

Calculated values
E_LUMO (spin up / spin down): -1.06 / -2.06 eV
expectation value of S²: 0.755
relative energy (zero: lowest compared OMol25 entry of this formula, charge and spin): 22.32 kcal per mole


Entry 2:
DFT (ωB97M-V with the def2-TZVPD basis set) results for a structure of composition C30H55N2O2P2Zn.

The geometry in ORCA input format:
```
! RIJCOSX wB97M-V def2-TZVPD def2/J DEFGRID3
* xyz 1 1
C 2.406 -1.204 -1.596
C 1.391 0.664 -2.659
C 3.324 -1.328 -2.645
C 2.282 0.560 -3.742
C 3.266 -0.429 -3.724
H 4.063 -2.133 -2.623
H 2.195 1.259 -4.579
H 3.978 -0.516 -4.552
N 1.486 -0.195 -1.598
P 0.546 -2.348 0.145
P -0.030 2.266 -0.860
C 2.332 -2.189 -0.455
H 2.810 -3.144 -0.735
H 2.868 -1.784 0.424
C -1.424 -0.002 1.302
O -2.320 0.028 2.063
C 0.213 1.589 -2.630
H 0.290 2.353 -3.416
C -1.661 3.295 -0.911
C 1.452 3.449 -0.571
C -0.297 -3.538 -1.095
C 0.711 -3.227 1.838
C -2.792 2.462 -0.266
H -2.754 2.535 0.831
H -3.760 2.877 -0.605
H -2.747 1.398 -0.532
C -1.532 4.577 -0.063
H -1.326 4.343 0.995
H -0.761 5.269 -0.435
H -2.501 5.108 -0.103
C -2.045 3.664 -2.356
H -2.693 4.560 -2.340
H -1.170 3.894 -2.985
H -2.614 2.854 -2.836
C 1.366 4.052 0.850
H 0.713 3.450 1.499
H 2.380 4.043 1.292
H 1.011 5.091 0.855
C 2.760 2.627 -0.635
H 2.647 1.635 -0.172
H 3.121 2.499 -1.667
H 3.536 3.178 -0.074
C 1.540 4.562 -1.634
H 0.795 4.445 -2.437
H 1.351 5.537 -1.147
H 2.544 4.609 -2.093
C -0.704 -3.414 2.426
H -0.622 -3.964 3.382
H -1.178 -2.440 2.636
H -1.367 -3.993 1.764
C 1.497 -2.316 2.801
H 2.449 -1.966 2.371
H 0.908 -1.435 3.095
H 1.733 -2.900 3.711
C 1.461 -4.572 1.746
H 2.244 -4.543 0.969
H 1.966 -4.762 2.712
H 0.800 -5.426 1.542
C 0.207 -3.136 -2.495
H 1.246 -3.459 -2.671
H -0.429 -3.626 -3.254
H 0.132 -2.049 -2.642
C -1.814 -3.246 -1.023
H -2.133 -2.697 -1.926
H -2.360 -4.208 -0.980
H -2.086 -2.664 -0.128
C -0.014 -5.039 -0.907
H 1.068 -5.253 -0.848
H -0.507 -5.462 -0.017
H -0.408 -5.580 -1.788
Zn 0.000 0.000 0.000
N -1.280 -0.148 -1.767
C -1.018 0.593 -2.767
C -1.764 0.474 -4.132
C -1.316 1.511 -5.180
C -1.491 -0.937 -4.700
C -3.282 0.606 -3.876
H -1.476 2.549 -4.842
H -0.250 1.391 -5.440
H -1.899 1.373 -6.109
H -1.890 -1.700 -4.014
H -1.979 -1.052 -5.686
H -0.408 -1.113 -4.826
H -3.732 1.311 -4.600
H -3.762 -0.380 -3.989
H -3.494 0.980 -2.860
C 1.078 1.171 2.481
O 1.263 0.333 1.363
H 1.882 1.934 2.524
H 1.119 0.612 3.432
H 0.090 1.664 2.445
H 2.225 0.128 1.265
*
```

Calculated values
E_LUMO: -2.74 eV


Entry 3:
DFT (ωB97M-V with the def2-TZVPD basis set) results for a cluster of 2 separate species, CH2O5P in total.

The geometry in ORCA input format:
```
! RIJCOSX wB97M-V def2-TZVPD def2/J DEFGRID3
* xyz -1 1
C 2.070 0.464 -0.992
O -1.326 -1.573 1.626
O 2.259 1.105 -0.065
O -1.690 0.768 0.869
O 0.118 -0.463 -0.343
O 2.221 0.117 -2.100
P -1.451 -0.860 0.336
H -2.093 0.545 1.826
H -0.108 -0.103 -1.156
*
```

Calculated values
E_LUMO: 3.50 eV
relative energy (zero: lowest compared OMol25 entry of this formula, charge and spin): 47.06 kcal per mole


Entry 4:
DFT (ωB97M-V with the def2-TZVPD basis set) results for the ion C11H13N2 with charge +1.

The geometry in ORCA input format:
```
! RIJCOSX wB97M-V def2-TZVPD def2/J DEFGRID3
* xyz 1 1
C -2.843 -0.537 0.398
C -1.745 -0.371 -0.673
C -1.476 1.084 -1.049
N -1.124 1.838 0.119
C 0.048 1.907 0.688
C 1.025 0.835 0.232
C 2.330 1.283 0.050
C 3.405 0.437 -0.145
C 3.111 -0.957 -0.217
C 1.835 -1.470 -0.240
C 0.738 -0.578 0.017
C -0.238 -1.200 1.016
N -0.567 -1.223 -0.303
H -2.738 -1.482 0.885
H -3.828 -0.498 0.030
H -2.916 0.275 1.071
H -2.293 -0.833 -1.611
H -0.610 1.108 -1.808
H -2.311 1.591 -1.578
H -1.874 2.293 0.593
H 2.426 2.419 0.067
H 4.395 0.985 0.030
H 4.034 -1.527 -0.278
H 1.704 -2.562 -0.374
H 0.281 -2.133 1.239
H -0.769 -0.685 1.841
*
```

Calculated values
E_LUMO (spin up / spin down): -5.74 / -5.74 eV
SMILES: C[C@H]1C[NH+]=C=C2C=CC=C[C@@]23CN13
relative energy (zero: lowest compared OMol25 entry of this formula, charge and spin): 149.47 kcal per mole


Entry 5:
DFT (ωB97M-V with the def2-TZVPD basis set) results for a structure of composition C11H29CoN3S2.

The geometry in ORCA input format:
```
! RIJCOSX wB97M-V def2-TZVPD def2/J DEFGRID3
* xyz 2 4
Co 0.611 -0.043 -0.178
S 0.021 -2.319 -0.395
S -0.057 2.213 -0.370
C 1.469 -3.421 -0.383
C -0.341 -2.474 -2.179
C 0.190 -1.288 -2.953
N -0.239 -0.065 -2.234
C 0.124 1.184 -2.935
C -0.457 2.338 -2.161
H -1.447 -2.506 -2.209
H 0.081 -3.417 -2.529
H -0.200 -1.279 -3.982
H 1.296 -1.252 -3.012
H -0.254 1.154 -3.967
H 1.229 1.198 -2.985
H -1.555 2.347 -2.192
H -0.057 3.286 -2.517
C 1.280 3.446 -0.439
H -1.278 -0.095 -2.111
H 2.039 3.191 -1.199
H 1.763 3.535 0.549
H 0.831 4.412 -0.703
H 1.879 -3.475 0.637
H 2.250 -3.076 -1.076
H 1.144 -4.425 -0.674
C -2.553 0.095 0.135
C -1.933 0.137 1.311
H -2.859 -0.857 -0.333
H -2.917 1.009 -0.337
H -1.871 -0.720 1.986
H -1.626 1.084 1.767
N 2.503 0.279 -0.289
C 3.165 0.907 0.942
C 2.201 1.272 2.074
C 1.650 0.113 2.872
N 1.000 -0.828 1.891
H 2.739 0.821 -1.136
H 2.975 -0.608 -0.491
H 3.959 0.228 1.274
H 3.635 1.825 0.569
H 2.769 1.928 2.749
H 1.340 1.858 1.674
H 2.427 -0.389 3.471
H 0.885 0.451 3.569
H 0.096 -1.198 2.246
H 1.651 -1.628 1.831
*
```

Calculated values
E_LUMO (spin up / spin down): -5.54 / -6.61 eV
expectation value of S²: 3.759


Entry 6:
DFT (ωB97M-V with the def2-TZVPD basis set) results for a structure of composition C20H20F5N2RuSSeSi2.

The geometry in ORCA input format:
```
! RIJCOSX wB97M-V def2-TZVPD def2/J DEFGRID3
* xyz 1 5
Ru 0.481 -0.101 0.046
C 2.374 -1.071 2.763
Si 0.542 -1.067 2.402
C -0.345 0.244 3.397
C -0.256 -2.734 2.554
C -0.443 -3.379 3.781
C -1.056 -4.617 3.834
C -1.492 -5.227 2.660
C -1.311 -4.597 1.443
C -0.694 -3.343 1.377
Si -0.424 -2.457 -0.239
C -2.034 -2.148 -1.141
C 0.741 -3.451 -1.307
H 2.517 -1.291 3.825
H 2.841 -0.106 2.558
H 2.893 -1.836 2.184
H -0.153 0.041 4.455
H -1.422 0.216 3.231
H 0.011 1.252 3.183
H -0.110 -2.919 4.705
H -1.199 -5.111 4.786
H -1.974 -6.195 2.703
H -1.657 -5.090 0.541
H -2.428 -3.123 -1.445
H -1.907 -1.545 -2.041
H -2.771 -1.664 -0.502
H 0.291 -4.437 -1.450
H 1.712 -3.594 -0.832
H 0.898 -3.004 -2.289
S 2.514 -0.439 -1.000
C 1.975 1.173 -1.304
N 1.784 1.606 -2.607
C 1.821 2.909 -2.953
C 1.963 3.860 -1.989
C 1.997 3.392 -0.659
N 2.039 2.123 -0.329
H 1.651 0.902 -3.321
H 1.726 3.129 -4.008
H 2.023 4.906 -2.239
H 2.006 4.094 0.168
F -1.170 5.842 -3.846
C -1.221 4.829 -2.997
C -1.207 5.062 -1.631
F -1.150 6.305 -1.174
C -1.246 3.987 -0.750
F -1.233 4.251 0.554
C -1.293 2.678 -1.204
Se -1.495 1.217 0.004
C -1.296 2.475 -2.573
F -1.309 1.233 -3.073
C -1.264 3.526 -3.472
F -1.239 3.293 -4.781
*
```

Calculated values
E_LUMO (spin up / spin down): -3.91 / -5.27 eV
expectation value of S²: 6.034
relative energy (zero: lowest compared OMol25 entry of this formula, charge and spin): 7.97 kcal per mole


no.,maximum force (eV/A),molecular weight (Da)
1,1.12,1012.204
2,8.64,603.120
3,3.52,124.996
4,3.73,173.239
5,2.46,326.441
6,0.82,651.653